No. 1
{"formula": "C6H16NOP", "method": "wB97M-V/def2-TZVPD", "e_homo_ev": [-8.329, -8.325], "max_force_ev_per_a": 3.94, "total_charge": 0, "e_above_lowest_kj_mol": 332.0, "total_energy_ev": -19304.87967, "orbital_gap_ev": [8.4014, 8.3981], "elements": ["C", "C", "C", "C", "C", "C", "N", "O", "P", "H", "H", "H", "H", "H", "H", "H", "H", "H", "H", "H", "H", "H", "H", "H", "H"], "positions_angstrom": [[-3.0757, 0.9162, 0.4875], [1.8210, -2.1754, -0.0224], [2.0570, 1.7054, -0.8905], [-2.5861, -0.2567, -0.3252], [1.6593, -0.9985, 0.9755], [0.6955, 1.0246, -0.9972], [-1.6110, -1.1356, 0.2297], [0.5198, 1.3257, 1.7580], [0.4157, 0.2529, 0.7349], [-2.3841, 1.7461, 0.4489], [-3.9567, 1.3757, -0.0352], [-3.1266, 0.4965, 1.5909], [2.3359, -2.9766, 0.4440], [0.7856, -2.5166, -0.3835], [2.3751, -1.9770, -0.9416], [2.0393, 2.5699, -0.2226], [2.8618, 0.8145, -0.6703], [2.1705, 2.1625, -1.8917], [-3.4739, -0.8458, -0.8049], [-2.0752, 0.1057, -1.2367], [2.4248, -0.3630, 1.3797], [1.5936, -1.6677, 1.9385], [0.6100, 0.1835, -1.7502], [-0.0389, 1.7780, -0.8903], [-2.0367, -1.5444, 1.0750]], "atomic_forces_ev_per_a": [[-0.500, -0.591, 1.096], [-1.324, 1.029, -1.665], [1.172, -1.933, -1.114], [-0.350, -0.063, -2.840], [-0.484, -3.183, 2.277], [0.309, -2.421, 2.314], [2.023, 0.621, 1.227], [-0.566, -0.550, -0.150], [-2.047, -0.642, -1.251], [0.708, 0.011, 0.398], [0.083, -0.749, 1.202], [-0.679, 1.434, -2.020], [0.271, -0.804, 0.501], [1.404, 0.442, 0.845], [0.051, 0.413, 0.013], [0.241, -0.667, 0.456], [-1.487, 2.838, -0.542], [0.744, -0.443, 0.317], [1.236, 0.575, 1.202], [-0.442, 0.298, 0.037], [1.412, 0.208, -0.814], [-1.067, 1.784, -1.166], [-0.175, 1.470, 0.568], [-1.296, 0.594, -1.016], [0.762, 0.330, 0.125]], "nbo_charge": [-0.634, -0.614, -0.628, -0.252, -0.875, -0.726, -0.798, -1.060, 1.892, 0.206, 0.216, 0.211, 0.216, 0.250, 0.205, 0.239, 0.209, 0.222, 0.184, 0.172, 0.267, 0.278, 0.249, 0.239, 0.333]}

***

No. 2
{"formula": "C2H7NOS", "method": "wB97M-V/def2-TZVPD", "e_homo_ev": -10.751, "max_force_ev_per_a": 3.88, "total_charge": 0, "e_above_lowest_kj_mol": 356.3, "total_energy_ev": -16557.07930, "orbital_gap_ev": 10.0636, "elements": ["C", "C", "N", "O", "S", "H", "H", "H", "H", "H", "H", "H"], "positions_angstrom": [[1.2441, -1.0468, -0.4601], [1.1044, -2.2185, 0.1035], [-1.1455, 1.3380, 1.9477], [-2.8888, 2.6790, 0.7624], [-2.1628, 1.4215, 0.7988], [-0.4558, 1.8977, -2.3676], [0.5866, -0.7203, -1.2372], [1.7559, -0.2361, 0.0665], [0.4311, -2.9194, -0.2497], [1.7885, -2.4804, 1.0138], [-0.5967, 0.5152, 1.7812], [0.3390, 1.7700, -2.1593]], "atomic_forces_ev_per_a": [[-0.555, 1.614, 0.883], [2.801, 0.007, 2.686], [-1.163, 0.833, -1.070], [0.178, -0.811, 0.045], [0.664, 0.877, 0.945], [2.381, -0.380, 0.623], [-0.142, 0.002, -0.678], [0.476, -0.374, -0.498], [-1.036, -1.528, -0.645], [-1.574, 0.318, -1.719], [0.357, -0.947, 0.049], [-2.386, 0.389, -0.620]], "nbo_charge": [-0.405, -0.369, -0.932, -0.846, 1.410, 0.002, 0.190, 0.194, 0.192, 0.197, 0.369, -0.003]}